1.
{"formula": "C24H27N3O9", "method": "ωB97M-V/def2-TZVPD", "e_tot_ev": -48219.9922, "orbital_gap_ha": 0.352, "total_charge": 0, "lumo_energy_ev": 0.1, "smiles": "O=C1OCCO1.O=C1OCCO1.O=C1OCCO1.c1ccncc1.c1ccncc1.c1ccncc1", "elements": ["O", "C", "O", "C", "C", "O", "H", "H", "H", "H", "O", "C", "O", "C", "C", "O", "H", "H", "H", "H", "O", "C", "O", "C", "C", "O", "H", "H", "H", "H", "C", "C", "C", "N", "C", "C", "H", "H", "H", "H", "H", "C", "C", "C", "N", "C", "C", "H", "H", "H", "H", "H", "C", "C", "C", "N", "C", "C", "H", "H", "H", "H", "H"], "coordinates": [[2.0681, 1.5606, -2.1334], [3.2634, 1.8337, -1.9059], [4.1771, 0.8993, -1.8195], [5.4136, 1.4851, -1.5679], [5.1260, 3.0001, -1.5036], [3.7575, 2.9758, -1.6661], [5.9101, 1.2598, -0.6241], [5.9488, 1.2034, -2.4748], [5.5384, 3.5995, -2.3153], [5.3696, 3.3305, -0.4938], [3.0669, 1.4260, 1.3295], [3.3358, 0.5107, 2.1473], [2.5269, -0.5737, 2.3899], [3.1279, -1.4644, 3.2956], [4.5540, -0.8585, 3.3810], [4.5428, 0.3682, 2.6608], [2.5595, -1.5669, 4.2201], [3.2690, -2.4140, 2.7795], [5.4102, -1.3916, 2.9676], [4.7096, -0.6844, 4.4456], [-0.2253, -1.9302, -4.6703], [-0.6877, -0.8093, -4.4056], [-1.9011, -0.5704, -4.1431], [-2.1084, 0.8128, -4.0681], [-0.7438, 1.4167, -4.1232], [0.0433, 0.3360, -4.4742], [-2.6468, 1.3253, -4.8653], [-2.6943, 0.9108, -3.1542], [-0.5311, 1.7405, -3.1043], [-0.6761, 2.2827, -4.7816], [-1.6683, 3.7214, -1.0884], [-2.6319, 2.9011, -0.4600], [-3.9347, 3.2177, -0.4526], [-4.3136, 4.3177, -1.0429], [-3.4333, 5.0432, -1.8457], [-2.1192, 4.7540, -1.8652], [-0.6406, 3.4928, -0.8474], [-2.2528, 2.0137, 0.0251], [-4.6023, 2.5129, 0.0206], [-3.8712, 5.8023, -2.4770], [-1.4400, 5.3000, -2.5031], [0.2759, -1.5320, -0.0808], [-0.5383, -0.4946, -0.5725], [-1.9038, -0.6747, -0.5554], [-2.4727, -1.8917, -0.2145], [-1.6623, -2.8995, 0.1418], [-0.2570, -2.7965, 0.2018], [1.3266, -1.3232, 0.0570], [-0.1266, 0.4863, -0.7591], [-2.4477, 0.1716, -0.9481], [-2.1382, -3.8661, 0.2166], [0.3028, -3.6732, 0.4922], [-1.8172, -3.5538, 3.5519], [-1.8293, -4.8151, 4.0053], [-2.9938, -5.4275, 4.5038], [-4.1789, -4.7470, 4.6150], [-4.2026, -3.4130, 4.0242], [-3.0066, -2.8648, 3.4776], [-0.8596, -3.2028, 3.1965], [-0.9084, -5.3772, 3.9551], [-3.0648, -6.4610, 4.8094], [-5.1364, -2.8703, 4.0229], [-2.9572, -1.8646, 3.0734]], "atomic_forces_ev_per_a": [[3.121, 1.224, 0.466], [-5.573, -3.184, -0.517], [0.059, -1.674, 0.668], [1.753, 0.801, -1.090], [0.873, -0.991, 0.136], [-1.525, 4.085, 0.168], [-0.285, -1.009, -0.217], [0.983, 0.130, 0.527], [0.349, 0.012, 0.329], [0.001, 0.586, -0.302], [0.447, -3.162, 3.284], [-1.432, 2.464, -4.572], [-0.402, 1.785, -0.340], [1.792, -0.390, -1.411], [0.522, -0.187, 1.815], [-0.572, -0.194, 0.885], [0.227, 0.212, -0.056], [-0.659, -0.274, 0.253], [-0.470, -0.595, 0.115], [0.619, 0.368, -0.081], [-1.062, 3.118, 1.026], [4.717, -3.823, -2.292], [-3.231, -0.006, -0.018], [-1.804, 1.352, 0.408], [-0.303, 1.007, 2.145], [1.188, -1.055, -0.541], [-0.751, -1.182, -0.446], [0.260, 0.709, 0.068], [0.780, 0.234, -0.036], [0.254, -0.370, -0.248], [-0.878, -1.612, 1.490], [3.800, -0.389, -0.125], [-0.235, 0.252, -0.295], [-0.831, 2.096, -2.314], [-2.858, -1.603, 1.794], [1.664, 0.351, -0.667], [0.271, 0.079, -0.638], [-0.115, -0.017, 0.307], [-0.711, 0.454, 0.140], [-0.124, 0.188, 0.249], [0.093, 0.240, 0.070], [0.044, -0.420, -0.216], [0.202, -0.627, 1.429], [0.494, -2.219, -0.028], [0.537, 1.426, -0.346], [0.283, 0.969, -1.224], [-1.050, 1.298, -0.029], [0.159, -0.135, -0.167], [0.240, -0.016, -0.297], [-1.024, -0.405, 0.279], [-0.161, -0.072, 0.458], [0.314, 0.163, 0.010], [0.112, 0.385, -0.479], [-0.089, -2.595, 0.886], [-1.851, 2.203, -0.204], [1.191, 2.477, -2.085], [2.776, -3.099, 0.818], [-1.783, 0.430, 0.875], [-0.191, 0.606, -0.171], [0.042, -0.264, 0.167], [0.326, -0.046, 0.173], [-0.045, -0.198, 0.137], [-0.483, 0.106, -0.125]], "lowdin_charge": [0.093, -0.615, 0.089, -0.115, -0.099, 0.103, 0.130, 0.135, 0.137, 0.135, 0.100, -0.497, 0.037, -0.110, -0.101, 0.079, 0.135, 0.129, 0.135, 0.126, 0.104, -0.580, 0.121, -0.122, -0.161, 0.080, 0.133, 0.120, 0.104, 0.139, -0.059, -0.094, -0.189, 0.065, -0.116, -0.106, 0.109, 0.080, 0.112, 0.102, 0.107, -0.052, -0.063, -0.134, 0.065, -0.170, -0.061, 0.093, 0.091, 0.068, 0.102, 0.096, -0.133, -0.107, -0.141, 0.044, -0.062, -0.084, 0.099, 0.097, 0.094, 0.088, 0.095]}

2.
{"formula": "C24H27N5O2V", "method": "ωB97M-V/def2-TZVPD", "e_tot_ev": -62558.1401, "orbital_gap_ha": [0.216, 0.285], "total_charge": 0, "s_squared": 0.76, "lumo_energy_ev": [0.2, 0.2], "spin_multiplicity": 2, "elements": ["O", "V", "O", "N", "C", "C", "C", "C", "C", "H", "H", "H", "H", "H", "N", "C", "C", "C", "C", "C", "H", "H", "H", "H", "H", "N", "C", "C", "C", "C", "C", "H", "H", "H", "H", "H", "N", "C", "C", "C", "C", "C", "H", "H", "H", "H", "H", "C", "C", "C", "C", "N", "H", "H", "H", "H", "H", "H", "H"], "coordinates": [[-15.4285, 9.4295, -12.0879], [-15.0442, 10.7992, -11.3403], [-14.4795, 10.4971, -9.8709], [-15.8462, 11.5158, -14.0029], [-17.1326, 11.1746, -14.3113], [-17.6048, 10.8038, -15.5793], [-16.7289, 10.8825, -16.6001], [-15.4132, 11.2624, -16.3815], [-15.0265, 11.5685, -15.0750], [-17.8229, 11.2141, -13.4816], [-18.6462, 10.5711, -15.7461], [-17.1313, 10.7497, -17.5935], [-14.7058, 11.3149, -17.1959], [-14.0270, 11.8971, -14.8312], [-14.9751, 13.1179, -10.8969], [-14.1617, 13.6718, -9.9288], [-14.0571, 15.0301, -9.6340], [-14.8177, 15.8977, -10.3591], [-15.6343, 15.3989, -11.4200], [-15.6600, 14.0308, -11.6794], [-13.5261, 12.9494, -9.4383], [-13.3420, 15.3577, -8.8939], [-14.6803, 16.9619, -10.2370], [-16.3516, 15.9736, -11.9871], [-16.2450, 13.6913, -12.5214], [-12.9585, 10.9295, -12.2324], [-12.1895, 9.8134, -12.4730], [-10.8202, 9.8599, -12.8927], [-10.2369, 11.1321, -13.0614], [-11.0357, 12.2796, -12.8331], [-12.3456, 12.1074, -12.4642], [-12.7149, 8.8730, -12.3956], [-10.2058, 8.9782, -13.0009], [-9.2075, 11.2506, -13.3660], [-10.5511, 13.2189, -13.0548], [-12.9335, 13.0119, -12.5144], [-17.2630, 10.7563, -10.4510], [-18.3797, 10.0565, -10.8874], [-19.5344, 9.9815, -10.1295], [-19.6300, 10.6501, -8.9479], [-18.4972, 11.3515, -8.4486], [-17.3711, 11.3847, -9.2687], [-18.3847, 9.4903, -11.8071], [-20.3905, 9.4050, -10.4473], [-20.5692, 10.5505, -8.4241], [-18.4602, 11.8552, -7.4940], [-16.4863, 11.9339, -8.9827], [-11.7516, 10.5106, -7.3004], [-11.7862, 9.0318, -7.7984], [-10.6213, 8.8904, -8.8315], [-9.3439, 9.3596, -8.2557], [-8.3821, 9.7966, -7.7856], [-12.1292, 11.0717, -8.1552], [-10.8186, 10.9579, -6.9576], [-12.4112, 10.7591, -6.4689], [-12.7585, 8.9200, -8.2783], [-11.7930, 8.4513, -6.8759], [-10.7584, 9.5000, -9.7246], [-10.3714, 7.8526, -9.0523]], "atomic_forces_ev_per_a": [[-0.306, -1.127, -1.423], [-0.489, 0.267, -0.442], [1.011, 0.303, 2.020], [-1.490, 0.028, -1.651], [0.730, -0.085, 0.513], [-0.182, 0.693, 2.080], [0.640, 0.231, -1.589], [0.101, 0.031, 0.655], [-0.323, -0.192, 0.418], [-0.015, -0.138, 0.188], [-0.022, -0.055, 0.159], [0.361, -0.284, -0.289], [0.045, 0.113, 0.023], [0.261, -0.095, -0.219], [0.428, 2.371, -0.554], [-0.869, -1.181, -1.181], [0.103, -1.048, -0.268], [-0.907, 0.343, -1.876], [0.354, -0.622, 1.112], [0.825, -0.025, 1.749], [-0.186, -0.224, 0.244], [-0.064, 0.017, 0.070], [-0.346, 0.137, 0.184], [0.409, 0.551, -0.054], [-0.015, -0.528, 0.130], [1.766, -0.777, -0.897], [0.391, 1.121, -0.221], [-1.065, 1.605, 0.710], [-1.318, -0.242, 0.618], [1.673, -1.832, -0.731], [-0.387, 0.361, -0.396], [-0.105, -0.033, 0.287], [-0.326, -0.208, -0.156], [0.077, -0.106, -0.012], [-0.524, 0.346, 0.215], [-0.526, -0.093, 0.658], [-1.945, -0.571, -0.625], [1.411, 0.713, 1.074], [0.100, -0.048, -0.713], [1.108, 0.852, 1.623], [-0.877, -0.678, -1.140], [-0.219, -0.291, -0.239], [0.830, 0.189, -0.207], [0.079, -0.074, -0.339], [0.085, 0.284, 0.432], [-0.232, 0.008, -0.002], [0.104, -0.081, 0.179], [-0.801, 0.435, -0.457], [0.311, 2.055, 0.603], [0.623, -0.594, 1.440], [0.532, 0.766, 0.566], [-0.676, -0.521, -0.457], [0.101, 0.486, 0.042], [0.436, -0.582, -0.401], [-0.457, -0.549, -0.068], [0.150, -0.216, -0.224], [0.684, -0.804, -0.524], [-0.461, -0.276, -0.078], [-0.597, -0.124, -0.559]], "lowdin_charge": [-0.516, 0.611, -0.496, 0.045, -0.114, -0.069, -0.101, -0.054, -0.128, 0.088, 0.107, 0.108, 0.101, 0.092, 0.002, -0.104, -0.067, -0.065, -0.047, -0.113, 0.097, 0.110, 0.104, 0.099, 0.091, 0.019, -0.067, -0.039, -0.055, -0.059, -0.158, 0.111, 0.099, 0.101, 0.103, 0.100, 0.029, -0.087, -0.093, -0.073, -0.031, -0.140, 0.104, 0.105, 0.102, 0.099, 0.088, -0.122, -0.205, -0.164, -0.257, 0.131, 0.049, 0.059, 0.068, 0.090, 0.103, 0.103, 0.110]}